[1]
Entry from the OMol25 dataset: 3 unconnected molecules or ions with the total composition C4H14ClFO3PS3 (the ωB97M-V functional and the def2-TZVPD basis).

Structure (XYZ):
```
27
Properties=species:S:1:pos:R:3:mulliken_charge:R:1
Cl 4.478 1.763 -0.796 -0.127
S 0.003 2.865 0.071 0.590
H 1.195 -0.858 0.262 0.302
C -0.071 4.355 1.055 -1.012
H -1.860 1.475 -0.329 0.175
H -3.158 -3.913 -0.049 0.410
H 4.785 -1.122 -0.894 0.357
H -1.031 -4.437 -1.439 0.425
P 3.861 0.302 0.438 0.498
F 2.144 -0.765 -1.854 -0.193
H -0.455 4.118 2.046 0.317
H -0.716 5.076 0.554 0.405
O 4.659 -1.001 0.073 -0.401
S 1.899 0.011 -0.514 0.420
O -0.998 -1.082 -0.208 -0.540
H 0.935 4.759 1.135 0.339
H -2.100 -3.245 1.235 0.314
H -3.503 -2.314 0.651 0.328
H -1.997 2.310 1.239 0.314
H -0.055 -3.755 -0.103 0.306
H -2.322 3.197 -0.284 0.426
S -1.712 -2.220 -0.886 0.493
C -2.716 -3.008 0.367 -0.989
C -0.523 -3.549 -1.067 -0.985
O 0.753 1.853 0.892 -0.617
H 0.228 -3.234 -1.788 0.289
C -1.724 2.421 0.191 -0.844
```

Properties
- lowest unoccupied orbital energy (eV) = -4.112
- HOMO-LUMO gap (eV) = 8.14
- charge = +1
- E_tot (a.u.) = -2482.194647


[2]
Entry from the OMol25 dataset: a molecular structure, C4H14IOPSSi2 (the ωB97M-V functional and the def2-TZVPD basis).

Structure (XYZ):
```
24
Properties=species:S:1:pos:R:3:mulliken_charge:R:1
H -2.755 2.161 -1.434 0.137
C -1.145 -0.906 0.904 -0.246
C 1.862 -1.404 -1.136 -0.953
S -1.917 2.938 -2.123 -0.285
H 2.542 -0.633 -1.475 0.280
H -1.638 -0.210 0.236 0.143
H -0.635 0.256 -1.971 -0.155
H 0.892 -1.297 -1.601 0.177
H 2.277 -2.345 -1.488 0.370
H -1.273 -1.138 3.042 0.368
Si -0.215 1.653 -2.155 0.544
C 1.787 -1.437 0.392 -0.638
H -1.145 -1.878 0.425 0.368
C -1.949 -0.954 2.217 -1.178
O 0.992 2.059 -1.079 -0.218
H 0.375 1.802 -3.494 -0.181
Si 0.872 1.750 0.565 0.386
H 2.763 -1.220 0.804 0.404
H 2.154 2.194 1.133 -0.166
H -2.693 -1.740 2.200 0.361
I -0.851 3.098 1.696 -0.124
H 1.520 -2.441 0.705 0.349
P 0.583 -0.322 1.236 0.004
H -2.403 0.011 2.400 0.255
```

Properties
- lowest unoccupied orbital energy (eV) = 0.429
- HOMO-LUMO gap (eV) = 8.80
- charge = 0
- E_tot (a.u.) = -1852.396948


[3]
Entry from the OMol25 dataset: 2 unconnected molecules or ions with the total composition C4H14N (the ωB97M-V functional and the def2-TZVPD basis).

Structure (XYZ):
```
19
Properties=species:S:1:pos:R:3:mulliken_charge:R:1
N -0.047 -1.623 0.737 -0.363
H -1.578 0.624 0.932 0.089
H 0.493 -2.471 0.881 0.351
H -0.199 3.195 0.172 0.356
H 0.449 1.605 0.433 0.172
H -2.516 1.950 0.250 0.293
C -1.590 1.693 0.767 -0.677
H -0.166 -1.838 -1.421 0.395
C 1.784 -1.068 -0.911 -1.131
H 0.120 -0.843 1.394 0.346
H 2.373 -1.913 -0.640 0.421
H 2.168 -0.222 -0.360 0.331
C -0.357 2.157 -0.051 -0.805
H -0.263 -0.128 -0.757 0.118
H 1.966 -0.838 -1.955 0.335
C 0.236 -1.118 -0.714 -0.251
H -1.095 -1.889 0.727 0.382
H -1.678 2.207 1.714 0.330
H -0.344 2.010 -1.109 0.309
```

Properties
- energy above the lowest of the compared OMol25 structures with the same formula, charge and spin (kcal per mole) = 18.3
- lowest unoccupied orbital energy (eV) = -3.748
- HOMO-LUMO gap (eV) = 11.79
- charge = +1
- E_tot (a.u.) = -215.279725


[4]
Entry from the OMol25 dataset: 2 unconnected molecules or ions with the total composition C4H14N2 (the ωB97M-V functional and the def2-TZVPD basis).

Structure (XYZ):
```
20
Properties=species:S:1:pos:R:3:mulliken_charge:R:1
H -0.201 0.601 -3.230 0.750
C 0.633 0.848 -2.579 -2.190
H 0.292 0.765 1.819 0.311
H 2.185 -0.415 -1.740 0.495
H 1.163 -1.287 -2.863 0.334
H -0.372 -1.802 2.773 0.320
H -0.884 0.998 -1.255 0.491
N 0.128 1.014 -1.216 -0.497
H 1.191 1.729 -2.905 0.610
H -1.109 -0.520 3.797 0.210
H 2.311 -0.179 -3.527 0.412
H 1.234 -0.457 2.351 0.343
C 1.635 -0.318 -2.671 -1.473
C -0.714 -0.765 2.806 -0.187
C -1.847 -0.606 1.809 -1.779
H -2.280 0.391 1.945 0.410
N 0.445 0.115 2.569 -0.805
H -2.664 -1.267 2.114 0.523
H 0.401 1.886 -0.770 0.400
H -1.546 -0.731 0.773 0.321
```

Properties
- energy above the lowest of the compared OMol25 structures with the same formula, charge and spin (kcal per mole) = 3.0
- lowest unoccupied orbital energy (spin up / spin down) (eV) = 3.984 / 3.888
- HOMO-LUMO gap (spin up / spin down) (eV) = 2.65 / 9.06
- 2S+1 = 2
- expectation value of S² = 0.750
- charge = -1
- E_tot (a.u.) = -270.231322


[5]
Entry from the OMol25 dataset: 2 unconnected molecules or ions with the total composition C4H14N2 (the ωB97M-V functional and the def2-TZVPD basis).

Structure (XYZ):
```
20
Properties=species:S:1:pos:R:3:mulliken_charge:R:1
H -8.180 -12.199 7.385 0.369
H -7.719 -10.807 10.720 0.233
N -8.053 -7.779 4.702 -0.526
H -9.966 -7.707 5.686 0.306
C -9.228 -8.435 5.298 -0.510
H -8.132 -6.756 4.668 0.201
C -8.222 -11.343 8.080 -0.835
H -7.075 -12.519 9.470 0.328
H -9.178 -11.383 8.629 0.417
H -8.382 -8.539 7.344 0.284
H -8.192 -10.411 7.492 -0.190
C -8.712 -9.185 6.513 -0.705
H -6.081 -10.816 10.805 0.236
N -6.869 -10.607 10.182 -0.636
H -6.103 -11.438 8.429 0.333
C -7.024 -11.501 9.039 -0.434
H -9.645 -9.693 6.812 0.266
H -9.739 -9.061 4.541 0.301
H -7.938 -9.949 6.332 0.350
H -7.838 -8.079 3.744 0.212
```

Properties
- energy above the lowest of the compared OMol25 structures with the same formula, charge and spin (kcal per mole) = 44.1
- SMILES = CCN.CCN
- lowest unoccupied orbital energy (eV) = 1.050
- HOMO-LUMO gap (eV) = 9.85
- charge = 0
- E_tot (a.u.) = -270.225325


[6]
Entry from the OMol25 dataset: 2 unconnected molecules or ions with the total composition C4H14N2 (the ωB97M-V functional and the def2-TZVPD basis).

Structure (XYZ):
```
20
Properties=species:S:1:pos:R:3:mulliken_charge:R:1
H 4.326 -1.484 0.636 0.317
H -3.383 3.886 1.598 0.168
H -3.303 1.732 -1.543 0.278
H 2.094 -1.278 -0.489 0.229
H 3.210 -2.135 -1.449 0.320
C -2.546 2.350 -1.061 -1.027
H 2.054 -4.041 -1.158 0.244
N -3.585 3.078 1.076 -0.464
H -4.483 3.066 0.641 0.173
H -2.725 3.417 -1.186 0.318
N 1.638 -3.215 -0.700 -0.656
C -2.552 2.262 0.483 -0.233
H 4.087 -3.257 0.934 0.337
H -1.558 2.621 0.756 0.262
C 3.611 -2.307 0.693 -1.054
H 1.536 -3.718 0.196 0.229
C 2.697 -2.189 -0.483 -0.265
H -2.619 1.251 0.886 0.221
H 3.091 -2.074 1.636 0.298
H -1.589 2.035 -1.467 0.305
```

Properties
- energy above the lowest of the compared OMol25 structures with the same formula, charge and spin (kcal per mole) = 19.9
- SMILES = CCN.CCN
- lowest unoccupied orbital energy (eV) = 1.020
- HOMO-LUMO gap (eV) = 9.68
- charge = 0
- E_tot (a.u.) = -270.263797


[7]
Entry from the OMol25 dataset: 2 unconnected molecules or ions with the total composition C4H14N2 (the ωB97M-V functional and the def2-TZVPD basis).

Structure (XYZ):
```
20
Properties=species:S:1:pos:R:3:mulliken_charge:R:1
N -2.023 -1.700 -0.126 -0.560
H 0.628 3.310 -0.097 0.325
N 0.228 -2.539 0.113 -0.547
H 1.929 1.082 0.868 0.287
C -1.075 -2.374 0.717 -0.335
H 0.944 -2.886 0.734 0.192
H -1.844 -0.704 -0.137 0.212
H 0.868 1.963 1.971 0.311
H 1.879 1.659 -1.552 0.304
H 0.597 -1.831 -0.500 0.172
H -0.731 2.232 -0.092 0.257
H -2.135 -2.082 -1.050 0.239
C 0.355 2.263 -0.137 -0.217
C 0.782 1.724 -1.513 -1.073
H 0.435 0.697 -1.646 0.225
H 0.461 2.393 -2.299 0.342
C 0.904 1.441 1.011 -0.790
H 0.309 0.544 1.139 0.015
H -1.448 -3.368 0.930 0.341
H -1.062 -1.824 1.667 0.300
```

Properties
- energy above the lowest of the compared OMol25 structures with the same formula, charge and spin (kcal per mole) = 3.9
- SMILES = CCC.NCN
- lowest unoccupied orbital energy (eV) = 1.040
- HOMO-LUMO gap (eV) = 10.01
- charge = 0
- E_tot (a.u.) = -270.289406


[8]
Entry from the OMol25 dataset: 2 unconnected molecules or ions with the total composition C4H14N2O (the ωB97M-V functional and the def2-TZVPD basis).

Structure (XYZ):
```
21
Properties=species:S:1:pos:R:3:mulliken_charge:R:1
H 1.751 -1.530 0.104 0.522
C -0.909 0.306 0.879 -2.006
C 1.359 0.394 1.689 -1.785
N -0.281 -0.868 -1.964 -0.701
O -0.887 3.367 -1.584 -1.640
H 0.348 -0.082 -2.001 0.332
C 0.688 -1.531 0.327 -0.839
H 0.344 -2.201 1.145 0.327
N 0.471 -0.143 0.695 0.803
H -1.229 0.908 0.026 0.061
H -0.847 -2.607 -0.907 0.366
H -1.222 0.824 1.778 0.816
H 2.412 0.359 1.365 0.264
H 1.312 1.468 1.772 0.683
C -0.028 -1.893 -1.026 -0.761
H -1.460 -0.633 0.709 0.327
H 1.268 -0.156 2.644 0.427
H -1.684 4.033 -1.563 0.848
H -1.255 -0.627 -2.087 0.328
H 0.737 -2.619 -1.391 0.271
H -0.887 3.231 -0.609 0.355
```

Properties
- energy above the lowest of the compared OMol25 structures with the same formula, charge and spin (kcal per mole) = 36.6
- lowest unoccupied orbital energy (spin up / spin down) (eV) = 3.707 / 3.572
- HOMO-LUMO gap (spin up / spin down) (eV) = 2.70 / 8.45
- 2S+1 = 2
- expectation value of S² = 0.750
- charge = -1
- E_tot (a.u.) = -345.443420


[9]
Entry from the OMol25 dataset: 2 unconnected molecules or ions with the total composition C4H14N2O (the ωB97M-V functional and the def2-TZVPD basis).

Structure (XYZ):
```
21
Properties=species:S:1:pos:R:3:mulliken_charge:R:1
N -0.904 -2.236 -1.373 -0.597
C 0.975 0.223 -0.232 -2.746
C -1.092 -2.093 0.031 -0.794
H -0.039 -1.849 -1.677 0.397
H -1.531 -1.744 -1.970 0.273
N 1.901 1.344 0.065 -0.352
C -0.016 0.032 0.932 -1.183
H -1.689 -0.893 1.700 0.274
H -0.149 1.153 1.277 0.197
H -2.093 -0.056 0.075 0.350
H 2.450 1.111 0.884 0.858
C -1.383 -0.650 0.668 -0.284
H 0.341 0.330 -1.215 -0.138
H -0.263 -2.647 0.516 0.453
O -0.090 3.538 -0.407 -0.685
H -2.030 -2.728 0.239 0.306
H 0.594 2.762 -0.387 0.536
H 2.664 1.512 -0.695 0.729
H 0.332 4.150 0.196 0.414
H 1.528 -0.756 -0.349 0.581
H 0.494 -0.503 1.720 0.411
```

Properties
- energy above the lowest of the compared OMol25 structures with the same formula, charge and spin (kcal per mole) = 20.1
- lowest unoccupied orbital energy (spin up / spin down) (eV) = 3.828 / 3.764
- HOMO-LUMO gap (spin up / spin down) (eV) = 2.75 / 9.50
- 2S+1 = 2
- expectation value of S² = 0.751
- charge = -1
- E_tot (a.u.) = -345.469809


[10]
Entry from the OMol25 dataset: 2 unconnected molecules or ions with the total composition C4H14N2O (the ωB97M-V functional and the def2-TZVPD basis).

Structure (XYZ):
```
21
Properties=species:S:1:pos:R:3:mulliken_charge:R:1
C 0.953 0.127 1.184 -0.921
N 2.283 0.613 1.599 -0.631
H -0.559 -0.825 -1.606 0.230
H 2.758 -0.206 1.987 0.276
C 0.719 0.078 -0.330 0.491
H -1.014 -2.444 -0.225 0.274
H 1.494 -0.765 -2.151 0.404
H 2.769 -0.180 -1.015 0.383
H -3.631 2.452 -0.837 0.322
H 2.014 -1.628 -0.656 0.303
H 2.861 0.765 0.793 0.300
H 0.751 1.147 -0.610 0.114
C -1.369 -1.440 0.053 -0.942
H 0.153 0.620 1.732 0.339
C 1.792 -0.663 -1.112 -1.355
H -1.259 -1.326 1.130 0.376
N -0.609 -0.409 -0.681 -0.312
H -4.069 3.578 -0.069 0.313
O -4.459 2.770 -0.416 -0.638
H -2.405 -1.328 -0.252 0.304
H 0.826 -0.933 1.483 0.369
```

Properties
- energy above the lowest of the compared OMol25 structures with the same formula, charge and spin (kcal per mole) = 44.1
- SMILES = CN[C@H](C)CN.O
- lowest unoccupied orbital energy (eV) = 0.814
- HOMO-LUMO gap (eV) = 9.48
- charge = 0
- E_tot (a.u.) = -345.505980


[11]
Entry from the OMol25 dataset: 2 unconnected molecules or ions with the total composition C4H14N2O (the ωB97M-V functional and the def2-TZVPD basis).

Structure (XYZ):
```
21
Properties=species:S:1:pos:R:3:mulliken_charge:R:1
C -1.026 -1.517 -0.609 -1.399
H -0.620 1.302 -1.224 0.308
N 1.537 2.563 -1.140 -0.600
C 1.466 1.237 -1.647 -0.480
H -1.100 -2.371 2.419 0.313
H 0.689 3.084 -1.401 0.281
H 0.726 -1.054 -0.175 0.174
C -0.056 -0.366 -0.339 0.553
H 1.583 1.404 -2.767 0.309
H 2.272 0.615 -1.200 0.322
H -1.861 -3.208 3.533 0.318
C -0.280 0.367 1.027 -0.831
H 0.544 1.088 1.397 0.163
H -0.580 -2.334 -0.107 0.378
H -1.114 0.984 0.686 0.307
H -2.192 -1.334 -0.291 0.206
O -1.298 -2.379 3.326 -0.645
H 1.545 2.303 -0.109 0.270
H -1.067 -1.979 -1.662 0.318
N 0.126 0.657 -1.441 -0.373
H -0.710 -0.338 1.764 0.109
```

Properties
- energy above the lowest of the compared OMol25 structures with the same formula, charge and spin (kcal per mole) = 71.0
- SMILES = CC(C)NCN.O
- lowest unoccupied orbital energy (eV) = 0.744
- HOMO-LUMO gap (eV) = 9.33
- charge = 0
- E_tot (a.u.) = -345.463084